## i
ORCA calculation (wB97M-V/def2-TZVPD) on 2 unconnected molecules or ions with the total composition C14H16O.

Summary:
**SMILES**: Cc1ccc(O)cc1.Cc1ccccc1
**Frontier orbital gap**: 9.0459 eV
**E_HOMO**: -0.301 hartree

The geometry in ORCA input format:
```
! RIJCOSX wB97M-V def2-TZVPD def2/J DEFGRID3
* xyz 0 1
C -0.4462 -1.4677 0.0679
C 1.2498 0.4463 -2.8072
C 0.2615 0.1767 -1.8402
C 2.0135 -0.5802 -3.3160
C 0.3574 -1.0366 -1.1564
C 2.0528 -1.8307 -2.7400
C 1.2339 -2.0320 -1.6338
O 2.8255 -0.2689 -4.3950
H 1.3242 1.4441 -3.2292
H -0.5112 0.9050 -1.6989
H 2.7822 0.6623 -4.6330
H 2.8646 -2.4728 -3.0532
H 0.3428 -1.2758 0.8077
H -0.7160 -2.5234 0.0984
H 1.3881 -2.9358 -1.0544
H -1.2809 -0.8384 0.3356
C -0.5127 0.3495 4.7218
C -2.3835 0.5454 3.1220
C -1.0361 0.7609 3.3586
C -2.9140 0.7667 1.8449
C -0.1973 1.2670 2.3696
C -2.1206 1.4510 0.9406
C -0.7617 1.6085 1.0964
H -2.9147 0.1193 3.9702
H -3.9001 0.3846 1.6268
H 0.5114 0.6478 4.8656
H -0.6019 -0.7353 4.8202
H 0.8513 1.5024 2.4999
H -2.5792 1.6305 -0.0313
H -0.0435 2.1465 0.5100
H -1.0528 0.7807 5.5672
*
```

## ii
ORCA calculation (wB97M-V/def2-TZVPD) on 2 unconnected molecules or ions with the total composition C14H16O.

Summary:
**SMILES**: Cc1ccc(O)cc1.Cc1ccccc1
**Frontier orbital gap**: 8.9860 eV
**E_HOMO**: -0.298 hartree

The geometry in ORCA input format:
```
! RIJCOSX wB97M-V def2-TZVPD def2/J DEFGRID3
* xyz 0 1
C 0.7815 -0.4048 -1.8374
C -0.2413 1.7197 -1.0935
C -0.4002 0.5317 -1.9008
C -1.1623 2.7209 -0.8861
C -1.5499 0.4427 -2.6753
C -2.3678 2.4460 -1.5889
C -2.4586 1.5152 -2.5896
O -3.3591 3.3623 -1.3984
H 0.7811 1.7941 -0.7766
H -1.0026 3.5229 -0.1749
H 1.1652 -0.5544 -0.8258
H 1.5902 0.1429 -2.4392
H -1.8166 -0.2740 -3.4755
H -3.3970 1.3677 -3.1259
H -3.9552 3.2910 -2.1567
H 0.5155 -1.3547 -2.3555
C 3.0307 -1.9719 2.8220
C -0.6480 -0.7643 1.0540
C -0.3058 -2.1036 1.0108
C 0.1404 0.1611 1.7757
C 0.9127 -2.4019 1.6353
C 1.3345 -0.1613 2.3616
C 1.7510 -1.4873 2.2821
H -1.5293 -0.2827 0.6240
H -0.9030 -2.8746 0.5461
H -0.3357 1.1195 1.9109
H 1.1941 -3.4941 1.6410
H 1.9965 0.5175 2.8879
H 2.9279 -3.0185 3.1175
H 3.5456 -1.4201 3.6054
H 3.7656 -2.0869 2.0258
*
```

## iii
ORCA calculation (wB97M-V/def2-TZVPD) on 2 unconnected molecules or ions with the total composition C14H16O.

Summary:
**SMILES**: Cc1ccc(O)cc1.Cc1ccccc1
**Frontier orbital gap**: 9.1848 eV
**E_HOMO**: -0.309 hartree

The geometry in ORCA input format:
```
! RIJCOSX wB97M-V def2-TZVPD def2/J DEFGRID3
* xyz 0 1
C 0.1509 2.2373 3.1299
C -0.4678 -0.0937 2.7622
C -0.7837 1.2539 2.5740
C -1.3832 -1.1748 2.6627
C -1.8399 1.4134 1.6589
C -2.5195 -0.8971 1.9758
C -2.7300 0.3830 1.4176
O -3.4858 -1.8456 1.7272
H 0.4691 -0.3388 3.2338
H -1.0424 -2.1522 2.9480
H 0.3320 3.0294 2.3381
H 1.2297 1.9393 3.2626
H -1.8960 2.2867 1.0192
H -3.5902 0.5306 0.7550
H -3.9663 -1.4915 0.9335
H -0.1369 2.8078 4.0127
C 2.3849 0.4195 -4.1024
C 0.6529 -1.3878 -0.7108
C -0.0338 -0.3992 -1.4364
C 1.8648 -1.8742 -1.1768
C 0.3297 0.0977 -2.6836
C 2.4267 -1.1496 -2.1946
C 1.6726 -0.2272 -2.9909
H 0.0802 -1.7910 0.0953
H -0.9869 -0.0985 -0.9807
H 2.2928 -2.8243 -0.8757
H -0.1511 0.7953 -3.2880
H 3.3823 -1.3982 -2.6549
H 2.2108 1.4894 -4.2411
H 2.0496 0.0022 -5.0417
H 3.4845 0.4581 -4.1288
*
```

## iv
ORCA calculation (wB97M-V/def2-TZVPD) on 2 unconnected molecules or ions with the total composition C14H16O.

Summary:
**SMILES**: Cc1ccc(O)cc1.Cc1ccccc1
**Frontier orbital gap**: 8.7980 eV
**E_HOMO**: -0.299 hartree

The geometry in ORCA input format:
```
! RIJCOSX wB97M-V def2-TZVPD def2/J DEFGRID3
* xyz 0 1
C 1.6310 -2.2596 -0.8442
C -2.0200 -2.8334 -1.4948
C -2.5809 -2.5778 -0.2434
C -0.6570 -2.9686 -1.6036
C 0.2542 -2.7347 -0.6034
C -1.7186 -2.2666 0.7935
C -0.3461 -2.4950 0.6901
O -3.8915 -2.5935 -0.0343
H -2.6730 -3.2981 -2.2050
H -0.4232 -3.3535 -2.5951
H -2.1003 -2.1717 1.8060
H -4.2913 -2.2560 0.8379
H 2.0819 -2.8747 -1.5421
H 2.1179 -2.0749 0.0676
H 0.2851 -2.3024 1.6042
H 1.5819 -1.3468 -1.3896
C 2.5194 3.9443 -0.5339
C -0.9697 2.6151 0.6743
C 0.0530 3.5039 0.1167
C -0.6768 1.5182 1.4162
C 1.3988 3.2471 0.1347
C 0.6991 1.2472 1.5569
C 1.5919 2.0168 0.8675
H -2.0512 2.7435 0.3778
H -0.3208 4.4138 -0.3700
H -1.5204 0.9406 1.7043
H 0.7926 0.1267 1.8720
H 2.3167 5.0659 -0.5933
H 2.8979 3.5180 -1.4461
H 2.6006 1.5262 1.0432
H 3.4187 3.9800 -0.0641
*
```

Stability verdict: i, ahead by 0.0024 hartree

## i
ORCA calculation (wB97M-V/def2-TZVPD) on 2 unconnected molecules or ions with the total composition C2H3NO.

Summary:
**Frontier orbital gap (alpha / beta)**: 11.2983 / 11.9318 eV
**Expectation value of S²**: 2.007
**E_HOMO (alpha / beta)**: -0.372 / -0.425 hartree

The geometry in ORCA input format:
```
! RIJCOSX wB97M-V def2-TZVPD def2/J DEFGRID3
* xyz 0 3
C 3.4532 0.3757 -0.3954
C 0.0368 0.2166 0.5331
N -0.1690 1.6435 0.4741
O 4.2197 0.8818 0.2595
H 0.4696 0.0513 -0.4060
H -0.8712 -0.1690 0.9153
H 0.7287 0.0658 1.3688
*
```

## ii
ORCA calculation (wB97M-V/def2-TZVPD) on a molecular structure, C2H3NO.

Summary:
**Frontier orbital gap (alpha / beta)**: 6.2087 / 8.4183 eV
**Expectation value of S²**: 2.006
**E_HOMO (alpha / beta)**: -0.185 / -0.356 hartree

The geometry in ORCA input format:
```
! RIJCOSX wB97M-V def2-TZVPD def2/J DEFGRID3
* xyz 0 3
C 0.3337 -0.4364 -0.5596
C -0.3545 -0.6991 0.6144
N -0.0633 0.9323 -0.4056
O -0.5526 0.6417 0.8672
H 0.6683 -0.8159 -1.5314
H -0.5099 -1.4031 1.3586
H 0.4783 1.7805 -0.3435
*
```

Stability verdict: i, ahead by 0.1410 hartree

## i
ORCA calculation (wB97M-V/def2-TZVPD) on CH2N2O2S in the gas phase.

Summary:
**Frontier orbital gap**: 9.7287 eV
**E_HOMO**: -0.376 hartree

The geometry in ORCA input format:
```
! RIJCOSX wB97M-V def2-TZVPD def2/J DEFGRID3
* xyz 0 1
C -1.0286 -1.1068 -0.0376
N -0.9688 -2.2454 -0.0803
N 1.3465 0.5191 0.3874
O -1.3454 1.0623 -1.2369
O 0.1769 0.8386 1.0055
S -1.3659 0.5938 0.1948
H 1.6263 0.8716 -0.4998
H 1.5591 -0.5332 0.2668
*
```

## ii
ORCA calculation (wB97M-V/def2-TZVPD) on 2 unconnected molecules or ions with the total composition CH2N2O2S.

Summary:
**SMILES**: N=C=S.O=NO
**Frontier orbital gap**: 10.0320 eV
**E_HOMO**: -0.359 hartree

The geometry in ORCA input format:
```
! RIJCOSX wB97M-V def2-TZVPD def2/J DEFGRID3
* xyz 0 1
C 0.0377 -1.3319 -0.7788
N 0.2395 -0.1902 -1.0459
N -0.0171 0.3666 1.0765
O -0.4169 1.7354 0.7233
O 1.1264 0.2866 1.3680
S -0.3199 -2.6500 -0.0513
H -1.3652 1.5436 0.5421
H 0.7155 0.2399 -1.8339
*
```

Stability verdict: ii, ahead by 0.0131 hartree

## i
ORCA calculation (wB97M-V/def2-TZVPD) on CH2N2O2S in the gas phase.

Summary:
**Frontier orbital gap**: 10.2835 eV
**E_HOMO**: -0.382 hartree

The geometry in ORCA input format:
```
! RIJCOSX wB97M-V def2-TZVPD def2/J DEFGRID3
* xyz 0 1
C -1.4885 1.0248 0.0770
N -2.6348 1.1132 0.0693
N -0.1756 0.7301 0.0279
O 0.5885 -1.0459 1.2974
O 0.4112 -0.1856 -1.0160
S 0.5937 -1.5446 -0.0586
H 2.1112 -1.4177 -0.5222
H 0.5944 1.3258 0.1251
*
```

## ii
ORCA calculation (wB97M-V/def2-TZVPD) on CH2N2O2S in the gas phase.

Summary:
**Frontier orbital gap**: 8.1209 eV
**E_HOMO**: -0.346 hartree

The geometry in ORCA input format:
```
! RIJCOSX wB97M-V def2-TZVPD def2/J DEFGRID3
* xyz 0 1
C 0.2644 -0.4925 -0.7543
N 0.1965 1.9331 1.3190
N -0.2201 -1.4719 -1.3832
O -0.6384 -1.7684 -0.1368
O -0.4301 -2.0503 -2.5170
S 1.1884 0.5860 0.3105
H 0.3858 1.3887 2.1787
H -0.7464 1.8753 0.9831
*
```

Stability verdict: i, ahead by 0.1106 hartree

## i
ORCA calculation (wB97M-V/def2-TZVPD) on C4H5ClS2 in the gas phase.

Summary:
**SMILES**: S[C@@]1(Cl)CC=CS1
**Frontier orbital gap**: 9.1152 eV
**E_HOMO**: -0.313 hartree

The geometry in ORCA input format:
```
! RIJCOSX wB97M-V def2-TZVPD def2/J DEFGRID3
* xyz 0 1
C -1.4300 -0.1986 0.0894
C -1.2582 -1.1829 -0.8167
C -0.1572 0.3788 0.6187
C 1.0531 -0.1537 -0.0865
S 0.4935 -1.3817 -1.2624
S 1.9325 1.1887 -0.9264
Cl 2.0790 -1.0103 1.2466
H -2.3656 0.1171 0.5077
H -1.8270 -1.7407 -1.5343
H -0.1516 1.4633 0.4594
H -0.0607 0.3234 1.7695
H 1.6922 2.1967 -0.0650
*
```

## ii
ORCA calculation (wB97M-V/def2-TZVPD) on a molecular structure, C4H5ClS2.

Summary:
**Frontier orbital gap**: 8.3115 eV
**E_HOMO**: -0.330 hartree

The geometry in ORCA input format:
```
! RIJCOSX wB97M-V def2-TZVPD def2/J DEFGRID3
* xyz 0 1
C -2.6112 -0.1747 -0.0898
C 0.1390 0.2498 0.0035
C 1.5082 -0.4557 0.2100
C 2.5996 0.2819 0.0679
H -3.2700 -1.0584 -0.7037
H -2.4502 0.9922 -0.6716
H -3.0705 -0.2288 1.2366
H 1.4971 -1.5037 0.3508
H 2.4583 1.2769 -0.2781
S -1.0659 -1.0186 -0.0507
S -0.0355 1.8509 0.0072
Cl 4.3012 -0.2118 -0.0821
*
```

Stability verdict: i, ahead by 0.0754 hartree